Record 1
Entry from the OMol25 dataset: C23H20N4PtS4 as an isolated structure (ωB97M-V/def2-TZVPD).

Geometry (Å):
Pt -0.044 0.176 -0.733
N 0.850 1.970 -1.261
C -0.083 3.070 -1.015
C 0.285 4.381 -1.054
C -0.685 5.388 -0.857
C -1.994 5.058 -0.648
C -2.392 3.701 -0.596
C -3.725 3.286 -0.370
C -4.014 1.952 -0.310
C -2.979 1.016 -0.452
N -1.726 1.365 -0.669
C -1.418 2.702 -0.762
H 1.058 1.928 -2.259
H 1.739 2.136 -0.792
H 1.314 4.658 -1.247
H -0.382 6.425 -0.887
H -2.742 5.828 -0.514
H -4.501 4.029 -0.245
H -5.020 1.597 -0.142
H -3.191 -0.040 -0.376
S 2.073 -0.634 -0.986
C 2.909 -2.075 -0.823
C 4.325 -1.899 -0.892
C 5.168 -2.946 -0.686
C 4.677 -4.260 -0.405
C 3.345 -4.494 -0.366
C 2.394 -3.443 -0.620
S 0.811 -3.794 -0.782
H 4.711 -0.907 -1.081
H 6.237 -2.784 -0.722
H 5.385 -5.060 -0.240
H 2.936 -5.479 -0.188
C 1.451 1.297 3.378
C 0.510 0.152 3.202
N 0.044 -0.238 2.051
C -0.818 -1.297 2.192
C -1.014 -1.711 3.474
S -0.082 -0.759 4.535
C -1.430 -1.911 1.008
C -2.291 -2.963 1.015
S -2.768 -3.371 -0.570
C -1.818 -2.123 -1.207
N -1.173 -1.449 -0.274
C -1.705 -1.862 -2.667
H 1.948 1.498 2.431
H 2.205 1.082 4.133
H 0.914 2.194 3.689
H -1.637 -2.509 3.842
H -2.663 -3.507 1.867
H -2.350 -2.528 -3.236
H -0.671 -2.013 -2.986
H -1.977 -0.830 -2.896

Output
E_LUMO (spin up / spin down), eV: -8.24 / -8.24
HOMO (spin up / spin down), eV: -13.794 / -13.794
Net charge: +2
Gap between HOMO and LUMO (spin up / spin down), eV: 5.55 / 5.56

These are the natural (NBO) partial charges, in e, on atoms 1 to 5: atom 1 (Pt): 0.784, atom 2 (N): -0.776, atom 3 (C): 0.078, atom 4 (C): -0.172, atom 5 (C): -0.176

Record 2
Entry from the OMol25 dataset: C23H20N5O3Ru as an isolated structure (ωB97M-V/def2-TZVPD).

Geometry (Å):
Ru -1.635 0.486 -0.013
O -5.307 -1.325 0.007
C -4.420 -0.560 -0.227
O -3.205 -0.839 -0.633
C -4.661 0.913 0.000
C -5.907 1.499 -0.001
C -5.975 2.877 0.137
C -4.802 3.613 0.283
C -3.595 2.952 0.285
N -3.529 1.614 0.143
H -6.787 0.882 -0.118
H -6.935 3.376 0.131
H -4.823 4.688 0.392
H -2.658 3.484 0.394
C 0.145 -1.678 3.502
C -0.668 -0.872 2.705
N -0.630 -0.910 1.379
C 0.228 -1.767 0.760
C 1.090 -2.596 1.486
C 1.030 -2.532 2.891
C 1.975 -3.485 0.789
C 1.964 -3.553 -0.559
C 1.068 -2.736 -1.326
C 0.977 -2.809 -2.732
C 0.074 -2.022 -3.398
C -0.726 -1.139 -2.664
N -0.646 -1.045 -1.351
C 0.221 -1.836 -0.674
H 0.065 -1.617 4.577
H -1.371 -0.182 3.156
H 1.679 -3.167 3.481
H 2.641 -4.110 1.369
H 2.618 -4.236 -1.084
H 1.612 -3.501 -3.271
H -0.034 -2.071 -4.472
H -1.449 -0.502 -3.158
N 0.055 1.789 -0.375
C 1.203 1.991 -0.308
N 2.461 2.249 -0.274
C 3.195 2.307 1.013
C 3.993 1.021 1.160
O 4.830 0.820 0.046
C 4.106 0.691 -1.156
C 3.320 1.959 -1.450
H 2.487 2.449 1.828
H 3.857 3.171 0.963
H 3.305 0.168 1.275
H 4.633 1.076 2.039
H 3.416 -0.165 -1.091
H 4.826 0.502 -1.949
H 2.699 1.867 -2.340
H 3.989 2.811 -1.569

Output
E_LUMO (spin up / spin down), eV: -6.56 / -8.72
HOMO (spin up / spin down), eV: -14.850 / -15.137
2S+1: 6
Net charge: +2
Gap between HOMO and LUMO (spin up / spin down), eV: 8.29 / 6.42
Energy above the lowest of the compared OMol25 structures with the same formula, charge and spin, kcal/mol: 0.0
<S²>: 8.7600

These are the natural (NBO) partial charges, in e, on atoms 1 to 5: atom 1 (Ru): 1.770, atom 2 (O): -0.506, atom 3 (C): 0.727, atom 4 (O): -0.709, atom 5 (C): 0.112